ORCA calculation (ωB97M-V with the def2-TZVPD basis set) on a 2-piece molecular cluster, C2H7NS2 overall at a distorted geometry.

The geometry in XYZ format:
```
12
C2H7NS2 (ωB97M-V with the def2-TZVPD basis set)
S 1.7292 -2.0696 0.8673
S 0.6921 -2.5364 -0.8816
N -1.3816 0.1433 0.3806
C 0.4988 1.4861 -0.3962
C -0.6080 1.3100 0.3498
H 1.0698 -1.5151 -1.6789
H 0.7001 -1.5113 1.5287
H 0.7632 2.4430 -0.8215
H -1.0072 2.0018 1.0912
H -1.0319 -0.6327 -0.1532
H -2.3609 0.3405 0.4212
H 0.9363 0.5403 -0.7075
```

- multiplicity = 1
- LUMO energy (Ha) = 0.0082
- HOMO-LUMO gap (Eh) = 0.306
- structure (SMILES) = C=CN.SS
- molar mass (g/mol) = 109.22
- net charge = 0
- calculated total energy (Eh) = -931.47549
- strongest force on any atom (hartree/bohr) = 0.0330

Atom charges from the Mulliken analysis, given in e for atoms 1 to 2: atom 1 (S): -0.16, atom 2 (S): -0.25

=====

ORCA calculation (ωB97M-V with the def2-TZVPD basis set) on a 2-piece molecular cluster, C2H7NS2 overall at a distorted geometry.

The geometry in XYZ format:
```
12
C2H7NS2 (ωB97M-V with the def2-TZVPD basis set)
S -2.8569 0.2264 -0.0932
S -3.7474 -0.1474 1.7350
N 1.1973 -0.1342 -0.1176
C 2.4944 -0.5210 0.5060
C 1.1322 0.3610 -1.2746
H 1.8309 1.1233 -1.6857
H 2.7711 -1.5264 0.1017
H 0.3534 0.0424 -1.9600
H -3.9735 0.0344 -0.8501
H -4.6309 0.9013 1.6610
H 3.1886 0.3096 0.4258
H 2.2409 -0.6695 1.5518
```

- multiplicity = 1
- LUMO energy (Ha) = 0.0171
- HOMO-LUMO gap (Eh) = 0.340
- structure (SMILES) = C=NC.SS
- molar mass (g/mol) = 109.22
- net charge = 0
- calculated total energy (Eh) = -931.44991
- strongest force on any atom (hartree/bohr) = 0.0532

Atom charges from the Mulliken analysis, given in e for atoms 1 to 2: atom 1 (S): -0.15, atom 2 (S): -0.19

=====

ORCA calculation (ωB97M-V with the def2-TZVPD basis set) on a 2-piece molecular cluster, C2H7NS2 overall at a distorted geometry.

The geometry in XYZ format:
```
12
C2H7NS2 (ωB97M-V with the def2-TZVPD basis set)
S 3.4040 1.2327 1.2186
S 3.1133 1.0657 -0.8753
N -1.3855 -0.2433 0.6491
C -2.3273 -0.9761 -0.1431
C -0.4500 0.3943 0.0416
H -0.1743 0.3088 -1.0722
H 0.1924 1.0600 0.6688
H -2.0539 -2.0513 -0.0863
H 3.2467 -0.2895 -0.9505
H 2.0916 1.0109 1.4569
H -3.3036 -0.8795 0.3146
H -2.3533 -0.6328 -1.2223
```

- multiplicity = 1
- LUMO energy (Ha) = 0.0034
- HOMO-LUMO gap (Eh) = 0.361
- structure (SMILES) = C=NC.SS
- molar mass (g/mol) = 109.22
- net charge = 0
- calculated total energy (Eh) = -931.47643
- strongest force on any atom (hartree/bohr) = 0.0470

Atom charges from the Mulliken analysis, given in e for atoms 1 to 2: atom 1 (S): -0.13, atom 2 (S): -0.23

=====

Question: What is the LUMO energy in the third record?
Answer: 0.0034 Ha

=====

Question: Number 3 is which compound?
Answer: C2H7NS2

=====

Question: Which formula does entry 1 have?
Answer: C2H7NS2